{
  "formula": "C46H65IN2O31PS",
  "method": "ωB97M-V with the def2-TZVPD basis set",
  "charge": 1,
  "species": ["I", "S", "P", "O", "O", "O", "O", "O", "O", "O", "O", "O", "O", "O", "O", "O", "O", "O", "O", "O", "O", "O", "O", "O", "O", "O", "O", "O", "O", "O", "O", "O", "O", "O", "N", "N", "C", "C", "C", "C", "C", "C", "C", "C", "C", "C", "C", "C", "C", "C", "C", "C", "C", "C", "C", "C", "C", "C", "C", "C", "C", "C", "C", "C", "C", "C", "C", "C", "C", "C", "C", "C", "C", "C", "C", "C", "C", "C", "C", "C", "C", "C", "H", "H", "H", "H", "H", "H", "H", "H", "H", "H", "H", "H", "H", "H", "H", "H", "H", "H", "H", "H", "H", "H", "H", "H", "H", "H", "H", "H", "H", "H", "H", "H", "H", "H", "H", "H", "H", "H", "H", "H", "H", "H", "H", "H", "H", "H", "H", "H", "H", "H", "H", "H", "H", "H", "H", "H", "H", "H", "H", "H", "H", "H", "H", "H", "H"],
  "positions_angstrom": [[0.410892, -4.545523, -0.603428], [3.080702, -4.501337, -3.362447], [0.013241, -2.123149, -0.592706], [-2.198440, -8.209894, 8.181235], [-0.512767, 1.222163, 2.416818], [-1.713042, -4.927082, 5.283783], [1.333991, 2.404666, 2.008895], [-4.311194, -7.699937, 4.262010], [1.120950, -1.393943, 0.409573], [-1.874005, 4.360366, 6.674502], [-3.143520, 6.705201, 1.948376], [-5.503696, -9.291852, 5.327068], [6.096210, 2.927339, -12.912899], [4.753735, 4.067080, -5.889786], [-3.273821, -9.398953, 5.306569], [-1.006043, 6.074234, 2.128288], [4.666693, 2.254795, -14.527698], [0.124543, 4.555452, 7.698181], [-5.373247, 4.522254, -4.406444], [9.286000, 1.797100, -7.498618], [-5.632824, 4.491619, -2.186523], [-0.010381, 1.811590, 0.300981], [-3.001050, -3.073443, 5.287066], [7.570795, 2.998400, -8.294364], [-2.098648, 6.873631, 3.935538], [-1.562203, 5.963386, 8.203897], [-0.435901, -8.827932, 9.410882], [4.326047, 1.653662, -12.377263], [-0.941047, -9.968045, 7.532378], [3.329250, 3.418588, -7.525034], [-2.876282, -4.375183, 3.445649], [7.752547, 0.803949, -8.817403], [-3.795176, 5.444781, -3.086644], [2.989321, 2.781401, -5.389204], [1.917557, -0.845629, -4.031580], [2.799834, -1.988607, -2.202638], [0.381037, -1.371372, -2.281626], [-1.477288, 5.591903, 0.861551], [0.249629, 1.229620, 3.642257], [-2.295685, -7.507550, 9.426908], [9.574880, 3.174289, -7.208985], [-2.083970, 6.582369, 2.781061], [1.666623, -1.386864, -2.834692], [4.629922, 4.056930, -4.458641], [-2.665748, 6.480649, 0.607864], [3.659094, 3.426771, -6.388885], [-6.891210, 4.109313, -2.756797], [2.966463, -3.115935, -2.703021], [-4.007588, 5.000197, 5.706513], [-6.484995, 3.652922, -4.133247], [0.246864, 1.811875, 1.471862], [-7.564547, 3.802578, -5.177158], [-2.794170, 6.259803, 7.534075], [-1.167789, -9.087310, 8.301107], [-2.632840, -6.380799, 2.086798], [-2.866449, -11.621455, 6.202007], [5.168893, 1.717327, -11.216706], [-0.875644, -7.559128, 9.926203], [-3.722560, -10.384736, 6.252948], [3.808289, 2.813311, -4.228105], [-0.747898, -7.506725, 11.428864], [-0.336583, -0.246517, -4.297593], [-0.644697, 1.335699, 4.850099], [5.976284, 2.948194, -11.487203], [-2.572033, -4.030880, 4.728299], [0.935602, -0.269257, -4.768595], [-0.995343, 4.924978, 7.544363], [8.203105, 3.791986, -7.284389], [4.996487, 2.276473, -13.388808], [1.134008, 2.430087, 3.433530], [10.243742, 3.319400, -5.864059], [-3.732374, 5.856782, -0.256031], [-4.833043, 4.872973, -3.213424], [-5.146473, -10.595651, 5.808666], [-4.360541, -8.704001, 4.906337], [-1.670202, -6.058104, 4.400173], [8.163289, 1.770397, -8.259209], [-3.167858, 4.920086, 6.956052], [-1.980272, -5.431534, 3.070166], [2.964879, 2.862236, -2.975416], [-0.638281, -0.778097, -3.031666], [4.344947, 1.791022, -9.956060], [-2.361300, 7.445596, 0.192262], [-0.056989, 1.394443, 5.766067], [-3.488388, 5.562658, 4.930533], [-1.309687, 0.473444, 4.915810], [8.227397, 4.840241, -7.574624], [-5.240271, -11.306452, 4.984156], [11.199602, 2.795568, -5.855629], [2.081835, 2.354771, 3.960958], [-4.588840, 6.526605, -0.341969], [3.733113, 0.892798, -9.851782], [-3.676509, -9.939312, 7.248324], [6.954263, 2.914793, -11.012166], [2.866627, -0.872128, -4.396182], [-2.421346, -6.777149, 4.724909], [-1.280295, 2.220141, 4.781735], [-3.561045, -6.783017, 2.490860], [-3.357666, 5.637760, -1.267686], [0.651303, 3.373597, 3.697921], [4.430497, 1.910645, -4.237098], [-0.262044, -6.778534, 9.467773], [-0.707258, 5.688268, 0.099016], [-2.998423, -8.042135, 10.071125], [-7.544848, 4.984490, -2.768323], [-2.839658, -12.039406, 5.192475], [-1.644954, -0.759453, -2.611011], [9.633285, 2.873623, -5.076337], [3.657895, 2.636623, -9.986825], [5.796929, 0.822057, -11.204084], [4.118501, 4.971847, -4.151032], [0.830440, 0.303432, 3.681074], [-1.090621, -4.975722, 2.621649], [-3.535349, 6.638155, 8.235283], [2.335434, 1.972066, -2.908435], [10.229026, 3.555000, -7.998252], [-4.187331, 4.001272, 5.303757], [4.981591, 1.886242, -9.077405], [-2.600042, 7.017949, 6.771929], [-7.890185, 4.841091, -5.252771], [-4.100712, 4.930546, 0.191007], [7.631482, 3.690222, -6.357988], [-1.295177, -8.328180, 11.894308], [-3.658919, 4.285042, 7.699768], [-6.113029, 2.623939, -4.119916], [2.287299, 3.716751, -2.989961], [-5.802456, -10.902344, 6.620456], [-1.125800, 0.189894, -4.907459], [-2.893704, -5.854635, 1.165650], [1.307098, -0.530258, -0.000695], [3.590548, 2.924680, -2.085022], [-2.653867, -6.491854, 9.273057], [10.417907, 4.368962, -5.625904], [-1.743782, 4.537022, 0.970966], [1.236663, 0.145110, -5.730578], [-1.840151, -11.379539, 6.469300], [5.467232, 3.872295, -11.199464], [-7.186506, 3.519115, -6.159648], [-4.969294, 5.472253, 5.910136], [-0.689043, -6.530660, 4.420662], [-7.359878, 3.321645, -2.170822], [0.295280, -7.615183, 11.726228], [5.606734, 4.016474, -3.980978], [-8.425991, 3.177933, -4.940085], [-1.127001, -6.562346, 11.819866], [-3.238822, -12.384361, 6.887650], [-1.967773, -7.209797, 1.839064]],
  "forces_ev_per_a": [[0.5, 0.3, -0.2], [0.3, 0.3, 0.2], [-1.6, 0.9, 1.0], [0.1, -0.2, 0.1], [0.4, 0.2, -0.5], [-0.2, 0.3, -0.2], [-0.2, -0.1, -0.3], [-0.3, -0.1, 0.2], [-0.1, -0.5, -1.4], [0.1, 0.1, 0.4], [0.5, 0.0, 0.2], [0.2, 0.1, -0.2], [-0.4, -0.2, 0.0], [-0.3, -0.2, 0.1], [-0.4, 0.3, -0.1], [-0.2, 0.0, 0.1], [0.0, 0.0, 0.0], [0.0, -0.1, 0.0], [0.2, 0.0, 0.4], [-0.4, 0.1, -0.3], [0.1, 0.1, -0.2], [0.2, -0.2, -0.2], [0.1, 0.0, 0.0], [0.1, -0.4, 0.1], [0.2, 0.0, -0.1], [0.1, -0.2, -0.2], [-0.3, 0.1, -0.4], [0.4, 0.3, -0.3], [0.2, 0.5, 0.3], [0.0, 0.0, 0.1], [0.3, 0.1, 0.5], [-0.1, 0.2, 0.0], [-0.2, -0.3, -0.7], [0.0, 0.0, -0.4], [-0.5, 0.4, -0.2], [-1.0, -0.4, -1.0], [1.0, -0.4, 0.0], [0.3, 0.0, -0.1], [-0.2, 0.1, 0.9], [-0.2, 0.3, -0.1], [0.3, 0.2, 0.6], [-0.1, 0.1, 0.0], [0.6, -0.2, 0.7], [0.3, 0.1, -0.1], [-0.6, -0.4, -0.6], [0.1, 0.1, -0.2], [-0.1, -0.2, 0.3], [0.1, -0.1, 0.2], [0.2, -0.3, -0.4], [-0.7, 0.0, -0.4], [-0.1, 0.0, 0.3], [0.2, 0.2, -0.3], [-0.2, 0.3, 0.2], [0.2, -0.1, 0.0], [-0.4, 0.3, -0.3], [0.4, -0.2, -0.4], [-0.4, -0.3, 0.8], [0.0, 0.2, 0.7], [0.3, -0.8, 0.2], [-0.2, 0.1, 1.0], [0.3, -0.3, 0.1], [-1.1, 0.2, 0.2], [-0.5, -0.1, -0.2], [0.5, 0.3, 0.0], [-0.1, 0.0, 0.0], [0.6, 0.0, -0.5], [0.2, 0.0, 0.0], [-0.1, 0.4, -0.2], [-0.1, -0.1, -0.1], [0.3, 0.1, 0.2], [0.1, -0.4, 0.1], [0.0, 0.0, 0.2], [0.1, 0.1, -0.2], [-0.2, 0.0, 0.2], [0.0, -0.1, 0.1], [0.4, -0.3, 0.3], [0.1, -0.2, -0.1], [-0.6, 0.1, -0.5], [-0.3, -0.7, -0.6], [-0.3, -0.1, -0.1], [0.6, -0.3, 0.2], [-0.4, -0.2, -0.1], [0.1, 0.0, 0.1], [0.0, 0.0, 0.0], [-0.1, 0.1, 0.2], [0.1, -0.1, 0.0], [-0.1, -0.1, -0.2], [0.1, 0.0, 0.0], [0.0, 0.1, 0.0], [0.1, 0.0, -0.2], [0.1, 0.0, -0.1], [0.1, 0.0, 0.0], [-0.1, 0.1, -0.1], [0.1, 0.0, -0.2], [-0.1, 0.0, 0.1], [0.0, 0.1, -0.2], [0.1, 0.1, 0.1], [0.2, 0.0, 0.1], [-0.1, 0.3, 0.8], [-0.1, -0.1, 0.0], [0.1, 0.1, 0.0], [-0.1, 0.0, -0.1], [0.1, 0.1, 0.2], [0.1, 0.0, 0.1], [0.0, 0.0, -0.1], [-0.2, 0.0, 0.0], [0.2, 0.1, -0.2], [-0.1, 0.1, -0.1], [0.1, 0.1, 0.0], [0.1, 0.1, -0.1], [-0.1, -0.1, 0.1], [0.0, 0.0, -0.1], [0.0, 0.1, 0.1], [0.2, 0.0, 0.2], [0.1, 0.0, 0.1], [-0.1, 0.0, -0.1], [-0.1, 0.0, 0.1], [0.1, 0.0, -0.1], [0.0, -0.1, -0.1], [0.0, 0.0, 0.1], [0.1, 0.0, 0.0], [0.1, 0.0, 0.1], [-0.1, 0.0, -0.1], [0.1, 0.0, 0.1], [0.0, 0.0, 0.1], [0.1, 0.1, 0.0], [-0.1, 0.2, 0.0], [0.3, 0.0, 0.2], [0.2, 0.0, 0.0], [0.2, 0.0, 0.5], [0.0, -0.1, 0.0], [0.0, -0.1, -0.2], [0.0, 0.0, -0.1], [-0.1, 0.0, -0.1], [-0.1, -0.1, 0.3], [-0.3, -0.2, 0.0], [-0.1, -0.1, 0.1], [0.0, -0.1, 0.0], [0.0, 0.0, 0.1], [0.1, 0.2, 0.2], [0.2, 0.0, 0.1], [0.0, 0.1, 0.0], [0.1, 0.0, -0.2], [0.1, 0.0, 0.0], [0.0, 0.0, -0.1], [-0.1, 0.1, 0.0], [0.1, 0.0, 0.1]],
  "lowdin_charge": [0.460, 0.866, 0.540, 0.050, 0.092, 0.062, 0.064, 0.133, -0.366, 0.069, 0.094, 0.078, 0.066, 0.061, 0.095, 0.062, 0.169, 0.154, 0.095, 0.092, 0.054, 0.107, 0.155, 0.045, 0.143, 0.071, 0.098, 0.084, 0.150, 0.180, 0.086, 0.164, 0.137, 0.065, 0.171, 0.110, -0.322, -0.094, -0.319, -0.086, -0.329, -0.552, -0.293, -0.086, -0.317, -0.534, -0.086, -0.791, -0.016, -0.333, -0.589, -0.019, -0.089, -0.532, -0.024, -0.022, -0.336, -0.328, -0.332, -0.355, -0.020, -0.007, -0.006, -0.101, -0.555, -0.011, -0.560, -0.095, -0.550, -0.074, -0.020, -0.028, -0.542, -0.085, -0.537, -0.092, -0.552, -0.327, -0.331, -0.012, 0.003, -0.029, 0.162, 0.101, 0.055, 0.092, 0.145, 0.140, 0.091, 0.145, 0.097, 0.088, 0.142, 0.128, 0.190, 0.109, 0.085, 0.063, 0.063, 0.145, 0.155, 0.161, 0.141, 0.142, 0.145, 0.093, 0.131, 0.088, 0.083, 0.159, 0.146, 0.160, 0.129, 0.140, 0.064, 0.163, 0.088, 0.069, 0.137, 0.095, 0.096, 0.127, 0.093, 0.158, 0.158, 0.100, 0.141, 0.135, 0.078, 0.038, 0.099, 0.144, 0.094, 0.136, 0.155, 0.058, 0.144, 0.089, 0.096, 0.142, 0.143, 0.089, 0.141, 0.094, 0.094, 0.098, 0.093]
}


{
  "formula": "C18H32Cl3N2O4RuS4Si4",
  "method": "ωB97M-V with the def2-TZVPD basis set",
  "s_squared": 8.7804,
  "multiplicity": 6,
  "charge": -2,
  "species": ["Ru", "Cl", "Cl", "Cl", "S", "S", "S", "S", "Si", "Si", "Si", "Si", "O", "O", "O", "O", "N", "N", "C", "C", "C", "C", "C", "C", "C", "C", "C", "C", "C", "C", "C", "C", "C", "C", "C", "C", "H", "H", "H", "H", "H", "H", "H", "H", "H", "H", "H", "H", "H", "H", "H", "H", "H", "H", "H", "H", "H", "H", "H", "H", "H", "H", "H", "H", "H", "H", "H", "H"],
  "positions_angstrom": [[0.218337, 0.437380, 1.312971], [2.987087, 3.320092, 1.299089], [0.091983, 4.472760, 2.162076], [1.846000, 2.604154, 4.197341], [-1.110176, 0.027025, 6.733766], [-1.412819, 1.364056, 4.151930], [0.087113, -2.405291, 5.621762], [0.002388, -1.565622, 2.846170], [0.223168, -1.716248, -1.476601], [1.129668, 2.586890, 2.189847], [-2.330463, -0.923213, -0.037800], [-0.871488, 1.483985, -1.318203], [-2.623324, 0.028186, 1.298392], [2.700940, -0.139225, 1.844782], [1.910057, 0.959635, -2.490345], [-0.493186, -2.095624, 8.174013], [2.263625, 0.371316, -0.289704], [4.034320, 1.029411, -1.721766], [-1.044195, -2.690025, -2.521570], [4.941482, 0.767418, -0.735862], [-0.297656, -1.148473, 4.450168], [0.937638, -2.843225, -0.144374], [3.145457, 0.162514, 0.722115], [-1.524142, 1.421130, -3.099707], [-0.747881, -0.307967, -0.740399], [0.359640, 2.924676, -1.333542], [-0.510403, -1.593705, 7.071436], [1.660511, -1.760187, -2.713836], [-2.551402, -2.701361, 0.553723], [-3.844900, -0.743724, -1.164943], [-3.892272, 0.103153, 1.926037], [-2.280086, 2.358614, -0.372225], [4.431980, 1.547572, -3.021292], [4.569786, 0.303503, 0.463171], [2.654825, 0.781564, -1.519504], [-0.877906, 0.026458, 4.982700], [-4.738806, -1.173668, -0.684064], [-2.062105, 2.400998, 0.698873], [-0.739988, 1.028117, -3.769539], [-4.059459, 0.302505, -1.419455], [-4.682424, 0.348052, 1.200545], [-0.106893, 3.799335, -0.872955], [4.232177, 0.818502, -3.808427], [1.552955, -2.236253, 0.529006], [5.974707, 0.969064, -0.982080], [5.276356, 0.129009, 1.262890], [3.857761, 2.442375, -3.256972], [0.624910, 3.147958, -2.374790], [5.495381, 1.787290, -2.997782], [-3.261949, 1.874438, -0.487382], [-0.599297, -3.596412, -2.961546], [1.291470, 2.735219, -0.800164], [-1.688420, -3.081874, 1.108956], [-3.864185, 0.880036, 2.686499], [-3.671719, -1.286643, -2.106671], [-3.413268, -2.713464, 1.235083], [-2.411529, 0.773650, -3.175965], [1.729601, -2.796614, -3.071135], [1.510593, -1.095892, -3.574125], [-1.929316, -2.991837, -1.946392], [-1.390289, -2.042992, -3.344254], [-4.155051, -0.845154, 2.417830], [1.582260, -3.617850, -0.581512], [-1.801680, 2.432949, -3.446561], [0.179457, -3.340581, 0.470034], [-2.367226, 3.391533, -0.735724], [2.615388, -1.497910, -2.241818], [-2.763117, -3.391489, -0.270219]],
  "forces_ev_per_a": [[0.3, -0.5, -0.3], [-0.2, -0.1, 0.0], [-0.1, -0.2, 0.0], [-0.1, -0.1, 0.0], [0.1, -0.2, 0.0], [0.0, -0.1, -0.2], [-0.1, 0.1, 0.1], [0.1, -0.1, 0.2], [-0.1, -0.3, -0.1], [0.6, 0.6, -0.1], [-0.2, 0.3, -0.4], [-1.1, 0.0, -0.6], [-0.6, 0.1, 0.4], [-0.1, 0.1, 0.0], [0.3, 0.0, 0.5], [0.0, 0.0, -0.1], [0.1, 0.1, -0.3], [-0.1, 0.0, -0.1], [-0.2, -0.2, -0.1], [0.0, 0.0, -0.1], [-0.2, 0.3, 0.1], [-0.1, -0.2, 0.2], [-0.1, -0.1, -0.2], [0.1, 0.1, -0.4], [0.7, 0.6, 1.0], [0.5, -0.2, 0.1], [0.0, 0.0, 0.2], [0.1, 0.5, -0.3], [0.3, -0.3, 0.1], [-0.2, 0.0, -0.2], [0.3, -0.1, -0.3], [-0.4, -0.1, 0.0], [-0.1, -0.1, 0.2], [0.0, 0.0, 0.2], [0.0, 0.2, -0.1], [0.1, -0.2, -0.2], [0.2, 0.1, -0.1], [0.0, 0.1, -0.1], [-0.2, 0.1, 0.1], [0.0, -0.3, 0.0], [0.1, 0.0, 0.1], [0.0, -0.1, 0.0], [0.0, 0.0, 0.0], [0.0, -0.1, 0.0], [0.1, 0.0, -0.1], [0.0, 0.0, -0.1], [0.0, 0.0, 0.0], [-0.1, 0.0, 0.2], [0.0, 0.0, 0.0], [0.3, 0.2, 0.1], [-0.1, 0.2, 0.1], [-0.1, 0.1, -0.1], [-0.2, 0.0, 0.0], [0.1, 0.1, 0.0], [-0.1, 0.1, 0.2], [0.1, 0.0, -0.1], [0.2, 0.1, 0.0], [-0.1, 0.1, 0.1], [0.1, -0.2, 0.2], [0.2, 0.1, -0.3], [0.1, -0.1, 0.2], [0.0, 0.1, 0.0], [-0.1, 0.1, 0.0], [0.1, -0.3, 0.1], [0.2, 0.1, -0.1], [0.1, -0.2, 0.0], [-0.2, -0.1, -0.2], [0.0, 0.1, 0.2]],
  "lowdin_spin": [3.239, 0.014, 0.021, 0.036, 0.002, 0.387, 0.023, 0.341, 0.020, 0.081, 0.032, 0.046, 0.035, 0.069, 0.002, 0.031, 0.064, 0.002, 0.006, 0.000, 0.186, 0.004, 0.006, 0.010, 0.115, 0.017, 0.014, 0.001, 0.007, 0.005, 0.010, 0.009, 0.001, 0.003, 0.007, 0.123, 0.001, 0.004, 0.000, 0.000, 0.001, 0.000, 0.000, 0.001, 0.000, 0.000, 0.000, 0.002, 0.000, 0.001, 0.001, 0.003, 0.005, 0.008, 0.000, 0.000, 0.000, 0.000, 0.000, 0.000, 0.000, 0.000, 0.000, 0.001, 0.000, 0.000, 0.000, 0.000]
}


no.,calculated total energy (Ha)
1,-5270.9722
2,-5342.1049